[1]
{"formula": "C38H114N12O17", "method": "ωB97M-V/def2-TZVPD", "species": ["O", "C", "H", "C", "H", "C", "H", "N", "H", "H", "O", "O", "H", "C", "H", "H", "H", "H", "H", "N", "H", "N", "C", "H", "H", "H", "C", "H", "H", "H", "H", "H", "H", "C", "C", "H", "H", "C", "H", "H", "O", "H", "H", "H", "O", "H", "H", "C", "C", "C", "H", "H", "C", "H", "N", "C", "H", "N", "C", "N", "O", "H", "H", "H", "H", "O", "H", "H", "H", "C", "H", "H", "C", "C", "H", "O", "H", "N", "H", "H", "H", "C", "O", "H", "H", "C", "H", "H", "H", "C", "H", "H", "H", "H", "H", "O", "H", "C", "H", "H", "O", "H", "H", "H", "H", "H", "H", "H", "O", "H", "H", "C", "O", "C", "H", "H", "H", "H", "H", "H", "C", "H", "H", "H", "H", "C", "H", "H", "H", "C", "N", "H", "C", "H", "H", "N", "H", "H", "H", "H", "O", "O", "C", "C", "H", "H", "H", "N", "H", "H", "C", "H", "H", "H", "H", "H", "H", "N", "H", "H", "C", "H", "H", "C", "H", "H", "H", "H", "H", "H", "N", "C", "C", "H", "C", "O", "C", "O", "C", "H", "H"], "positions_angstrom": [[-3.27686, 3.83016, -3.67208], [-2.45174, -4.77816, -2.67081], [-2.38175, 1.08979, 7.42513], [-2.92599, -1.58650, 2.64034], [-3.16696, -6.19941, -3.81160], [-1.62810, 5.41727, 2.50851], [-1.56707, -1.18343, -6.08371], [-0.58199, -3.82744, -7.23683], [-4.00437, -1.70345, 2.74769], [5.28361, 0.29468, -0.48873], [-0.38672, 4.67984, 2.28524], [-4.84010, 0.21985, -2.86968], [2.01094, 0.43352, -3.85521], [-0.11823, 2.47027, -0.51874], [-2.13451, -1.17800, 4.66235], [1.87015, 3.23297, 4.15854], [-0.55268, -2.33833, -1.04347], [0.91144, 1.73420, 1.74838], [-4.75668, 4.51706, -1.68411], [3.35358, 0.29841, -0.42144], [-1.78567, 0.59195, -2.26893], [2.15798, -5.08206, -4.47151], [-0.76741, -5.55087, 0.35879], [4.17326, 1.85297, 1.93274], [1.81247, -3.77435, -0.96596], [-3.95923, 5.98644, -2.15085], [0.79638, 5.45042, 2.50219], [3.90679, 2.36455, -1.65587], [-0.60205, 3.43311, -0.35455], [2.29534, -2.99477, 3.36822], [-1.49284, -4.64596, -2.16968], [4.54506, 0.23451, 2.03069], [-0.59281, -4.37327, -8.08657], [2.04764, 4.57561, 2.38618], [-5.00620, -3.75908, -0.04472], [-0.23185, 2.03983, -1.51369], [-1.54830, 6.47959, 2.27784], [-5.18110, 2.25892, 0.72290], [-0.81800, -2.69261, -5.49493], [4.05374, 1.92626, 5.93346], [0.62309, -2.68737, 2.03065], [1.67735, 3.82691, 1.68587], [0.93900, 0.29524, 4.12569], [3.07896, 5.10924, -1.26817], [0.12152, 0.71227, -4.68065], [-2.21626, 2.13847, 5.14256], [-4.91491, 2.31765, -0.33247], [-0.69393, -6.42257, 1.56602], [-5.97342, 1.03624, 1.06094], [1.33909, -3.40467, 3.04319], [-3.73072, -3.63393, -3.94823], [-4.25774, 2.26553, 1.30209], [-2.84935, 4.10871, -2.37038], [-2.73373, 1.39531, -3.60000], [3.32032, -2.49980, 0.40280], [-0.77867, 1.09188, 6.47747], [-4.48957, -5.26358, -2.07127], [2.76448, -3.70539, -1.29614], [-2.78228, -3.53224, -3.42076], [-0.08932, 1.86646, 1.78142], [-1.57923, 0.57350, 7.53002], [0.25568, -1.94594, 2.51735], [-0.00050, 0.02234, -4.02436], [-4.15816, 3.45287, -3.62143], [2.81833, 6.01039, 1.27285], [-3.76183, -3.85793, -0.74936], [-1.79858, 4.39356, -2.31703], [-2.59668, -0.59747, -0.87082], [-3.42254, 5.13559, -0.64422], [2.00117, -3.78051, -4.39837], [-2.58267, -2.62050, 2.60736], [6.82488, -0.60231, 1.40751], [7.09284, 0.45416, 1.42092], [-3.79289, 5.02577, -1.66347], [2.59242, 6.98642, -3.34791], [6.17530, 1.43817, 1.80703], [3.03874, -4.28488, -2.07657], [3.10058, -3.19129, -4.55444], [0.29698, -6.36339, 2.01623], [-1.94338, 5.38714, 3.55148], [-3.45777, -5.91251, -0.94430], [4.55866, 0.99297, -0.07046], [3.13496, 6.52686, -2.70289], [-1.63728, -4.90749, 0.49108], [1.73082, 1.03449, -6.92812], [-3.54496, -5.03108, -1.57958], [-0.80194, -0.65417, 0.87046], [-0.56308, 2.43019, 4.80978], [1.60116, -4.37054, 2.61131], [-0.24652, -1.53044, -1.70805], [0.91621, 2.81096, -0.47432], [-1.93982, -5.35061, -4.36917], [1.49673, 2.01664, -4.50589], [-0.81729, -7.44765, 1.21662], [2.04686, -0.29480, 6.06693], [4.97128, -3.42230, -0.97389], [7.45378, 0.55281, 0.39716], [-2.19157, -0.73815, 3.66667], [-1.19518, 3.16289, 6.26461], [-0.41366, 0.21910, 5.93607], [-6.22017, 0.97419, 2.46948], [-1.68771, 1.49719, 0.57291], [3.29119, -0.63723, -0.04624], [1.32703, -5.65094, -4.39405], [4.45334, 0.70048, 4.82003], [2.74494, 4.63118, 4.37330], [2.01040, -0.54170, -6.03548], [-5.33606, 0.21251, 0.73945], [-1.66788, -2.33033, -8.32636], [3.84438, -3.85036, -4.73471], [3.75683, 3.02303, -0.17065], [3.83984, 0.88274, 5.70236], [-0.75040, -0.34696, -1.16995], [4.82208, 1.11826, 1.45594], [-4.22540, -1.26753, -1.14284], [3.99890, -2.33083, 1.13156], [-5.26930, -4.55471, 0.65231], [1.81883, 1.50066, 6.00438], [-0.20982, 2.85355, 1.95818], [5.37570, 2.91910, -0.72062], [2.19561, 0.53152, -6.08013], [-6.93963, 1.08370, 0.55867], [-2.68470, 0.21584, 3.85323], [0.49128, 5.09458, -1.25731], [3.41406, 0.11451, -1.41272], [2.52606, 3.89813, 3.59689], [-0.29999, -4.10972, -6.30899], [2.35649, -2.70012, 0.62865], [0.81038, 5.99003, 3.44915], [0.41759, -3.59366, 4.19377], [-2.26145, -5.83944, -3.54594], [0.84171, -1.49227, -1.65902], [-0.31642, -0.04680, 0.10661], [2.28794, 4.60951, -2.81680], [-2.01161, -3.21569, -4.12358], [-3.49539, -0.59558, -1.33171], [0.02471, -2.59948, 4.40671], [1.03560, -3.90243, 5.03687], [-0.35501, -4.31583, 3.92986], [3.63235, 5.61913, 2.63992], [-0.82991, -0.41890, 3.37197], [0.46273, -4.74980, 0.18467], [4.43913, 2.36170, -0.70471], [1.55657, 0.94628, -4.70298], [7.89249, 0.40751, 2.16016], [-5.86618, -3.71860, -0.71322], [0.45464, -4.08929, 0.88129], [-1.06522, -2.04737, -6.23157], [1.13661, 6.67907, -0.77648], [-0.68888, -1.86460, -2.64654], [-0.60469, 1.39076, 0.51099], [3.27104, 0.70827, -6.06256], [-5.75335, 3.12493, 1.05553], [0.61989, 6.28877, -2.49038], [3.14036, -2.18208, -4.55926], [0.11529, 1.43280, 6.99968], [3.51978, 3.50434, 3.38345], [-2.63293, 0.87250, -2.74174], [-1.32457, -6.21185, 2.42973], [0.73185, 6.20351, 1.71684], [1.10097, 5.93980, -1.57666], [0.72472, -0.28836, 0.32056], [-2.84631, 3.27559, -1.66753], [-1.13041, -2.68846, -7.34275], [4.21623, 0.27431, 6.52471], [-2.76523, -1.35220, 1.58803], [-2.78312, -2.75189, -2.65974], [-0.86631, 0.44346, 2.95171], [-6.31896, 0.06074, 2.74778], [-5.04371, -2.85623, 0.56483], [3.16151, 5.24120, 1.83025], [-3.74493, 0.21786, -2.33515], [3.77480, -3.19375, -0.67164], [-0.98473, -6.21059, -0.48123], [-1.25457, 2.27325, 5.63762], [1.79430, 0.70844, 4.26469], [2.33960, 0.63895, 5.58683], [0.99664, -3.21224, -4.07045], [2.45997, 5.42083, -2.10951], [2.97147, -5.54304, -4.85339], [-2.43720, 4.93502, 1.95998]], "lowdin_charge": [-0.051, -0.486, 0.073, -0.059, 0.081, -0.052, 0.131, 0.174, 0.070, 0.129, -0.236, 0.018, 0.093, -0.035, 0.113, 0.072, 0.093, 0.081, 0.073, 0.038, 0.053, 0.174, -0.261, 0.106, 0.077, 0.078, -0.168, 0.067, 0.055, 0.116, 0.118, 0.108, 0.131, -0.489, -0.099, 0.069, 0.087, -0.090, 0.046, 0.068, -0.112, 0.110, 0.024, 0.091, -0.107, 0.070, 0.065, -0.086, -0.320, -0.308, 0.108, 0.065, -0.370, 0.107, 0.146, -0.332, 0.118, 0.189, -0.048, 0.069, -0.062, 0.046, 0.035, 0.087, 0.071, -0.219, 0.101, 0.075, 0.068, -0.844, 0.068, 0.081, -0.143, -0.087, 0.076, -0.165, 0.103, 0.205, 0.072, 0.081, 0.116, -0.423, -0.085, 0.098, 0.077, -0.151, 0.094, 0.058, 0.105, -0.069, 0.064, 0.063, 0.098, 0.076, 0.113, -0.009, 0.085, -0.262, 0.082, 0.085, -0.084, 0.130, 0.012, 0.119, 0.068, 0.087, 0.050, 0.087, 0.077, 0.129, 0.051, -0.064, -0.251, -0.167, 0.096, 0.118, 0.084, 0.081, 0.042, 0.088, -0.056, 0.116, 0.106, 0.036, 0.069, -0.059, 0.089, 0.072, 0.130, -0.056, 0.050, 0.091, -0.200, 0.105, 0.050, 0.180, 0.068, 0.089, 0.079, 0.080, -0.141, -0.108, -0.054, -0.270, 0.087, 0.089, 0.010, 0.188, 0.068, 0.075, -0.349, 0.066, 0.080, 0.073, 0.130, 0.092, 0.083, 0.192, 0.071, 0.109, -0.071, 0.118, 0.074, -0.880, 0.071, 0.056, 0.058, 0.029, 0.070, 0.066, 0.071, -0.734, -0.693, 0.107, -0.059, -0.114, -0.300, 0.040, -0.294, 0.118, 0.078], "energy_ha": -3452.17774, "lumo_ev": 0.3, "multiplicity": 1, "homo_lumo_gap_ev": 9.16}



[2]
{"formula": "C2H3NO4S", "method": "ωB97M-V/def2-TZVPD", "species": ["H", "O", "O", "N", "O", "S", "H", "H", "O", "C", "C"], "positions_angstrom": [[1.06920, -0.77286, 0.84756], [-2.93183, -0.83846, 0.22267], [-0.84335, -2.01507, -0.34542], [-0.76187, 0.56515, 0.36534], [-1.67458, 1.35226, 0.45572], [-1.62606, -0.83357, -0.42319], [1.43827, -0.73780, -0.72054], [2.51732, 0.22802, 0.26263], [0.69548, 2.09122, -0.61128], [0.57896, 0.99441, -0.12230], [1.53845, -0.03331, 0.06880]], "lowdin_charge": [0.139, -0.324, -0.362, -0.233, 0.031, 0.848, 0.090, 0.080, 0.169, -0.445, 0.006], "smiles": "CC(=O)[N+]([O-])=S(=O)=O", "energy_ha": -831.74418, "lumo_ev": [-3.0, -2.0], "de_lowest_kj_mol": 342.34, "multiplicity": 1, "homo_lumo_gap_ev": [7.35, 8.13]}